Entry 1:
C6H7NOS | ωB97M-V/def2-TZVPD

XYZ file:
```
16
Properties=species:S:1:pos:R:3:forces:R:3
C -2.3076 -0.0161 -0.2064 -1.91 -0.01 -0.49
C -1.5451 -1.1258 0.0528 -0.48 -0.57 -0.03
C -1.7698 1.2659 -0.0609 -2.07 -1.62 -1.79
C -0.2412 -0.9462 0.3716 0.19 1.54 0.24
C -0.4356 1.3642 0.1217 1.82 3.84 2.77
C 0.3153 0.2868 0.4385 3.13 -1.34 -0.63
N 2.6652 -1.3250 0.3561 1.24 -2.07 0.04
O 2.6588 0.8617 -1.0063 3.05 0.59 2.23
S 2.5268 0.1566 0.5092 -2.84 1.85 -0.44
H -3.3669 -0.1437 -0.5331 0.92 0.22 0.45
H -1.8276 -2.1712 0.0644 -0.83 0.23 -0.28
H -2.4446 2.0589 -0.3441 0.32 0.56 0.44
H 0.3007 -1.7371 0.6694 2.13 -2.90 0.66
H -0.0489 2.3403 0.5188 -0.09 -0.49 -1.33
H 3.6494 -1.6657 0.4976 -1.36 0.51 0.11
H 1.8711 0.7964 -1.4492 -3.21 -0.36 -1.94
```
Positions in Å, forces in eV/Å.

Properties
HOMO = -9.26 eV
net charge = 0
E = -20704.780 eV
LUMO = 0.52 eV
gap between HOMO and LUMO = 9.780 eV


Entry 2:
C6H5N5 | ωB97M-V/def2-TZVPD

XYZ file:
```
16
Properties=species:S:1:pos:R:3:forces:R:3
C -1.5267 1.7852 0.6368 -0.08 -0.21 0.13
C -0.0550 -2.3818 0.3200 -1.35 2.33 -1.23
C -1.6424 -0.9670 -0.8752 2.82 -0.52 0.91
C -0.3050 1.4200 0.0081 2.12 -2.68 2.24
C -0.3154 -1.2233 -0.4497 0.23 -4.45 -3.68
C 0.4626 0.2076 0.6158 -0.06 6.17 2.50
N -2.3939 2.1093 1.3102 -0.60 0.10 0.19
N 0.1169 -3.2152 1.0721 0.72 -2.13 1.75
N -2.6561 -0.5780 -1.2141 -2.19 0.68 -0.67
N 0.2644 2.1838 -0.8194 2.10 1.21 -1.52
N 1.7970 0.1768 0.2586 -0.99 -0.46 -0.06
H 0.5230 -1.1984 -1.2307 -1.65 0.66 0.73
H 0.2693 0.0677 1.7129 -0.02 -0.62 -1.27
H 1.3031 1.9742 -0.9037 -1.89 0.38 -0.32
H 1.9564 0.3582 -0.7049 -0.08 1.22 -1.19
H 2.2018 -0.7194 0.2630 0.93 -1.68 1.49
```
Positions in Å, forces in eV/Å.

Properties
HOMO (spin up / spin down) = -6.68 / -10.88 eV
net charge = 0
spin multiplicity = 3
E = -13745.724 eV
LUMO (spin up / spin down) = -0.18 / -4.82 eV
gap between HOMO and LUMO (spin up / spin down) = 6.501 / 6.059 eV


Entry 3:
C4H12NOS | ωB97M-V/def2-TZVPD

XYZ file:
```
19
Properties=species:S:1:pos:R:3:forces:R:3
C 1.2395 0.1649 -0.7666 -0.10 0.47 -0.60
O 2.5305 0.4184 -0.2579 0.05 -0.02 0.21
C 0.2859 0.2892 0.3962 -0.81 0.25 -0.89
C -1.2011 0.2393 -0.0528 1.14 -0.12 1.34
C -1.7344 -1.1638 -0.3427 -0.14 -0.33 -0.28
S -0.8046 -2.4970 0.4813 0.27 0.12 0.30
N 0.6194 1.6489 1.0160 0.15 -0.54 0.46
H 1.1154 -0.7798 -1.2788 0.14 -0.52 0.26
H 0.9800 0.9179 -1.5318 0.03 0.04 0.21
H 3.2219 -0.0285 -0.7504 0.05 -0.04 -0.12
H 0.5074 -0.4394 1.1664 0.11 -0.07 0.12
H -1.2830 0.8823 -0.9201 -0.37 0.18 -0.15
H -1.7572 0.6447 0.7932 -0.26 0.21 -0.17
H -1.7124 -1.3512 -1.4056 0.02 -0.05 -0.30
H -2.7662 -1.2272 -0.0174 -0.13 0.10 -0.04
H -1.4456 -3.5380 -0.0574 -0.13 0.07 -0.11
H 0.4383 1.6376 2.0198 -0.09 0.08 0.00
H 1.6389 1.7313 0.8899 0.02 0.30 -0.02
H 0.1274 2.4504 0.6189 0.06 -0.13 -0.24
```
Positions in Å, forces in eV/Å.

Properties
HOMO = -12.58 eV
structure (SMILES) = [NH3+][C@H](CO)CCS
net charge = +1
E = -18708.755 eV
LUMO = -3.33 eV
gap between HOMO and LUMO = 9.256 eV


Which of these has the highest E?
C6H5N5


The highest E belongs to which entry?
C6H5N5


Among the records above, which one has the highest E?
C6H5N5